A single C6H8S molecule in a non-equilibrium geometry. Source: OMol25; level of theory: ωB97M-V/def2-TZVPD.

* SMILES: C#C/C(=C\C)CS
* energy above the lowest of the compared OMol25 structures with the same formula, charge and spin: 216.14 kJ/mol
* frontier orbital gap: 9.9 eV

```
15
C6H8S, DFT ωB97M-V/def2-TZVPD
C 2.6731 -0.7915 -0.4148
C 1.2618 -1.1672 0.0453
C 0.3765 -0.2480 0.3546
C -0.9776 -0.5181 0.8040
C 0.7790 1.1423 0.2210
C 1.0357 2.2965 0.0012
H 3.3428 -0.6952 0.4724
H 3.1585 -1.5191 -1.0799
H 2.7384 0.1681 -0.8921
H 1.0706 -2.2352 0.1458
H -1.3119 -0.0036 1.6665
H -1.0582 -1.5583 1.0649
H -2.7755 1.0593 0.0051
H 0.9696 3.3313 -0.1857
S -2.3141 -0.1770 -0.4540
```

=====

3 unconnected molecules or ions with the total composition C4H10NO2 in a non-equilibrium geometry. Source: OMol25; level of theory: ωB97M-V/def2-TZVPD.

* energy above the lowest of the compared OMol25 structures with the same formula, charge and spin: 272.11 kJ/mol
* charge: +1
* frontier orbital gap: 11.6 eV

```
17
C4H10NO2, DFT ωB97M-V/def2-TZVPD
C 2.8493 -0.4048 -0.8725
C -1.0971 -1.5625 -0.4060
C 0.3227 -0.3743 0.9842
C -0.7074 0.8397 -0.8234
N -0.3938 -0.3453 -0.0357
O 3.9779 -0.2927 -0.6622
O 1.7177 -0.5729 -1.0388
H -0.7324 3.2091 2.2686
H -0.6145 -2.1898 -1.1981
H -1.2459 -2.1773 0.3831
H -2.1286 -1.2765 -0.9280
H 0.8807 0.4119 1.4043
H 0.5521 -1.2284 1.5836
H -1.0530 2.6916 2.6040
H -1.7701 1.1030 -0.7874
H 0.0030 1.6444 -0.5966
H -0.5607 0.5247 -1.8790
```

=====

A molecular structure, C48H128B6CrF24N8O16 in a non-equilibrium geometry. Source: OMol25; level of theory: ωB97M-V/def2-TZVPD.

* multiplicity: 4
* energy above the lowest of the compared OMol25 structures with the same formula, charge and spin: 0.00 kJ/mol
* ⟨S²⟩: 3.76
* charge: +5
* frontier orbital gap (spin up / spin down): 6.7 / 8.5 eV

```
231
C48H128B6CrF24N8O16, DFT ωB97M-V/def2-TZVPD
Cr -0.0064 0.3439 -0.0479
C -6.7218 1.2476 9.3384
O -6.4000 2.5779 8.8695
C -7.2154 3.2148 7.8647
C -6.4543 3.7674 6.6556
N -5.3051 2.8355 6.1451
H -4.6730 2.6765 6.9166
H -5.6526 1.8935 6.0364
C -4.5836 3.4926 4.8842
C -3.6418 2.4652 4.1812
O -4.4084 1.2405 4.1269
C -4.4073 0.6745 2.8408
H -5.8050 0.6673 9.4428
H -7.3456 0.7285 8.6107
H -7.1757 1.2227 10.3290
H -7.6739 4.1365 8.2229
H -8.0227 2.6797 7.3646
H -6.0163 4.7148 6.9696
H -7.1584 4.0089 5.8593
H -4.1544 4.4358 5.2221
H -5.5059 3.6598 4.3279
H -2.6756 2.4307 4.6846
H -3.3312 2.7379 3.1726
H -4.7157 1.4299 2.1181
H -4.9588 -0.2657 2.8330
H -3.3931 0.4156 2.5365
C 4.1773 -1.3095 5.9438
O 2.8903 -1.8706 5.8176
C 2.2833 -1.6326 4.5634
C 1.0780 -2.6451 4.5254
N 0.3782 -2.5259 5.8830
H 0.0038 -3.4012 6.2205
H 1.1573 -2.2992 6.4845
C -0.7073 -1.4533 5.9560
C -1.0716 -1.0166 7.4089
O 0.0991 -1.0365 8.1159
C -0.0004 -0.3320 9.3541
H 4.1732 -0.2196 5.9554
H 4.7880 -1.6333 5.1010
H 4.5937 -1.7387 6.8552
H 2.9467 -1.6192 3.6987
H 1.8741 -0.6237 4.6167
H 1.3973 -3.6872 4.5113
H 0.4455 -2.4692 3.6553
H -1.5835 -1.6215 5.3298
H -0.2946 -0.5292 5.5512
H -1.8044 -1.6510 7.9076
H -1.6004 -0.0648 7.3582
H 0.9240 0.1850 9.6114
H -0.3090 -1.0478 10.1160
H -0.8020 0.4066 9.3533
C 2.5804 3.0758 -5.8103
O 2.8412 4.2608 -5.0401
C 2.6806 4.1268 -3.6379
C 1.2392 4.1717 -3.1275
N 0.6119 5.4738 -3.7307
H 0.9827 6.3349 -3.3550
H 0.8788 5.5058 -4.7043
C -0.8788 5.5942 -3.5173
C -1.3194 7.0240 -3.1076
O -0.5962 8.0573 -3.8316
C -0.6529 9.3105 -3.2039
H 2.5468 3.2597 -6.8842
H 1.5449 2.7560 -5.6944
H 3.2381 2.2254 -5.6300
H 3.2575 4.8958 -3.1241
H 3.1439 3.1819 -3.3543
H 1.1291 4.1752 -2.0431
H 0.6277 3.3483 -3.4966
H -1.1824 4.8570 -2.7740
H -1.3982 5.3157 -4.4343
H -1.1537 7.1441 -2.0370
H -2.3980 7.1684 -3.1704
H 0.0934 9.9690 -3.6482
H -0.3107 9.2814 -2.1694
H -1.6335 9.7804 -3.2802
C -0.3235 -3.1078 -3.8635
O -0.6416 -4.4026 -4.3987
C -1.9952 -4.5909 -4.4133
C -2.5153 -5.8577 -5.0724
N -1.9326 -6.0999 -6.5077
H -2.6556 -6.5243 -7.0711
H -1.8027 -5.2060 -6.9595
C -0.7371 -7.0363 -6.5153
C -0.2531 -7.3827 -7.9952
O -0.0622 -6.1470 -8.7411
C 0.8470 -6.1889 -9.8563
H 0.7159 -3.1899 -3.5455
H -0.9249 -2.7787 -3.0161
H -0.4419 -2.2791 -4.5615
H -2.5375 -3.7936 -4.9215
H -2.3653 -4.5908 -3.3881
H -3.5672 -5.6077 -5.2103
H -2.3640 -6.8219 -4.5871
H -1.1345 -7.9156 -6.0085
H 0.0314 -6.6504 -5.8456
H -0.9368 -7.9541 -8.6231
H 0.6170 -8.0201 -7.8379
H 0.9908 -5.2480 -10.3874
H 0.4986 -6.9132 -10.5925
H 1.8273 -6.5984 -9.6126
C 7.5045 5.8810 -4.6946
O 7.5237 4.6445 -5.4012
C 6.2582 3.8936 -5.2671
C 6.4985 2.5011 -5.8646
N 7.7334 1.7453 -5.3237
H 7.8314 0.8268 -5.7323
H 8.5361 2.2943 -5.5964
C 7.8751 1.8417 -3.8293
C 6.9246 0.8465 -3.0769
O 5.5209 1.1361 -3.4166
C 4.5618 0.3319 -2.7409
H 6.5261 6.3581 -4.7508
H 8.3170 6.5116 -5.0558
H 7.6452 5.6386 -3.6412
H 5.3453 4.3197 -5.6832
H 5.8811 3.9438 -4.2456
H 6.5954 2.4319 -6.9481
H 5.6879 1.8130 -5.6246
H 7.6995 2.8452 -3.4418
H 8.9197 1.5637 -3.6898
H 7.2056 0.9671 -2.0306
H 7.1721 -0.1944 -3.2848
H 3.5547 0.6746 -2.9785
H 4.7059 0.4006 -1.6627
H 4.7216 -0.7447 -2.8001
C 0.1020 -5.2540 -0.3550
O 0.6563 -6.4208 -0.9792
C 1.3194 -6.2496 -2.2325
C 2.3820 -7.3541 -2.3891
N 1.8136 -8.7529 -2.0724
H 1.2147 -8.7474 -1.2592
H 1.1840 -9.0193 -2.8159
C 2.8410 -9.9578 -1.9629
C 3.6036 -9.9511 -0.6005
O 2.6365 -9.5340 0.4004
C 3.2722 -9.2471 1.6772
H 0.7792 -4.4631 -0.0327
H -0.5065 -5.5865 0.4860
H -0.5082 -4.8796 -1.1770
H 1.8987 -5.3293 -2.1573
H 0.7296 -6.1280 -3.1410
H 3.0898 -7.1501 -1.5856
H 3.0116 -7.3343 -3.2787
H 3.5328 -9.5901 -2.7207
H 2.3228 -10.8868 -2.2009
H 4.3830 -9.1954 -0.6981
H 4.0288 -10.9014 -0.2776
H 3.7697 -10.1197 2.1005
H 2.5051 -8.9616 2.3971
H 3.9497 -8.3932 1.6758
C 1.5840 3.2163 4.0326
O 1.6298 3.4551 5.4942
C 1.1253 2.4040 6.3673
C 1.5799 2.7890 7.7579
N 1.1156 4.2101 8.1446
H 1.7589 4.8080 7.6458
H 0.1683 4.2961 7.8051
C 1.1953 4.3607 9.7114
C 0.3050 5.4587 10.2902
O 0.4112 6.7308 9.5117
C -0.1838 7.8499 10.0390
H 1.8561 4.1620 3.5639
H 0.6275 2.8313 3.6791
H 2.2901 2.4776 3.6533
H 1.6095 1.4635 6.1045
H 0.0576 2.3377 6.1582
H 2.6552 2.7791 7.9365
H 1.0882 2.0565 8.3980
H 2.2507 4.4625 9.9638
H 0.8859 3.3911 10.1016
H 0.5037 5.5855 11.3544
H -0.7304 5.1307 10.1981
H -1.2435 7.8025 10.2897
H -0.1153 8.5229 9.1844
H 0.5218 8.2751 10.7528
C -3.2503 1.6271 -7.1677
O -3.2162 0.8589 -5.9685
C -3.6222 1.5578 -4.8391
C -3.8624 0.6839 -3.6225
N -4.8240 -0.3757 -4.1114
H -5.6629 -0.0186 -4.5459
H -4.3741 -0.9651 -4.7971
C -5.2164 -1.4584 -3.0232
C -6.1884 -2.5091 -3.6897
O -5.4414 -3.0097 -4.8420
C -6.1484 -3.7950 -5.7877
H -2.8195 1.1056 -8.0224
H -2.6063 2.5062 -7.1442
H -4.2685 1.8880 -7.4563
H -4.4329 2.2346 -5.1086
H -2.7636 2.1660 -4.5545
H -4.3185 1.1846 -2.7685
H -2.9554 0.1791 -3.2899
H -5.7063 -0.8893 -2.2331
H -4.2174 -1.8084 -2.7635
H -7.0326 -2.0009 -4.1556
H -6.5467 -3.2940 -3.0236
H -6.4900 -4.7503 -5.3892
H -5.5875 -3.9869 -6.7024
H -7.0116 -3.2066 -6.0988
B 1.5345 -1.7126 -0.1422
F 1.8653 -0.4255 -0.3848
F 2.2399 -2.0392 0.9420
F 0.2020 -1.7046 0.1915
F 1.7538 -2.5180 -1.2497
B 0.3697 0.4213 -2.7505
F 0.9180 1.3060 -1.7967
F -0.3371 1.1480 -3.7122
F 1.2657 -0.4125 -3.3423
F -0.5448 -0.2262 -1.9984
B -2.0851 2.8970 -0.4639
F -1.5029 4.1372 -0.7092
F -2.5953 2.7802 0.8264
F -3.1299 2.7579 -1.3169
F -1.1865 1.9383 -0.6960
B 2.1425 3.0019 0.3786
F 3.0070 3.0266 1.4408
F 1.5510 4.2619 0.2498
F 2.8043 2.7042 -0.8383
F 1.1444 2.0396 0.4799
B -2.9762 -1.0840 -0.0409
F -1.8720 -0.3478 -0.0171
F -4.0098 -0.2277 -0.4896
F -2.7580 -2.1272 -0.9487
F -3.1562 -1.6358 1.2074
B -0.3287 0.2664 2.6773
F 0.0442 0.7427 3.8677
F -1.0627 -0.8261 2.8822
F -0.9656 1.1003 1.7698
F 0.6847 -0.0716 1.8708
```